(1)
Entry from the Open Molecules 2025 dataset: a molecular structure, C31H18BaClN5O4S4 in a non-equilibrium geometry (the ωB97M-V functional and the def2-TZVPD basis).

Computed properties:
electronic energy: -104640.048 eV
relative energy (zero: lowest compared OMol25 entry of this formula, charge and spin): 103.2 kcal/mol
total charge: -2

Element x y z (Å)
Ba -1.121 0.527 0.400
O -3.144 2.976 -2.819
C -2.594 2.488 -1.836
N -2.426 1.200 -1.511
C -3.136 0.221 -2.107
O -4.241 0.297 -2.626
C -2.459 -1.124 -2.018
C -2.717 -2.074 -3.001
C -2.123 -3.318 -2.905
C -1.283 -3.572 -1.830
C -1.071 -2.559 -0.912
N -1.647 -1.371 -0.995
C -1.864 3.409 -0.889
C -1.511 4.672 -1.357
C -0.790 5.524 -0.548
C -0.470 5.087 0.737
C -0.897 3.836 1.132
N -1.568 2.999 0.348
H -3.367 -1.807 -3.821
H -2.304 -4.079 -3.655
H -0.790 -4.526 -1.712
H -0.401 -2.702 -0.074
H -1.820 4.944 -2.354
H -0.469 6.497 -0.894
H 0.101 5.706 1.412
H -0.695 3.471 2.130
Cl -1.305 -5.802 3.782
C -1.493 -4.170 3.197
C -2.731 -3.780 2.695
C -2.908 -2.477 2.306
C -1.875 -1.505 2.377
O -2.115 -0.292 2.087
C -0.575 -1.967 2.805
C 0.584 -1.134 2.777
N 0.648 0.002 2.158
C 1.779 0.778 2.145
C 2.703 0.864 3.189
C 3.789 1.729 3.128
C 4.008 2.513 2.019
C 3.117 2.460 0.932
C 3.288 3.236 -0.233
C 2.396 3.095 -1.271
C 1.322 2.219 -1.119
N 1.097 1.531 -0.018
C 1.981 1.605 0.994
C -0.434 -3.297 3.238
H -3.530 -4.503 2.609
H -3.859 -2.148 1.911
H 1.474 -1.548 3.267
H 2.563 0.270 4.082
H 4.479 1.785 3.963
H 4.862 3.174 1.961
H 4.128 3.917 -0.303
H 2.513 3.648 -2.191
H 0.617 2.065 -1.924
H 0.536 -3.644 3.569
O 2.749 -5.851 -3.895
C 2.533 -4.749 -3.449
S 3.001 -4.229 -1.842
C 2.362 -2.548 -1.892
C 1.767 -2.183 -3.072
S 1.075 -0.700 -3.440
S 1.715 -3.471 -4.329
S 2.549 -1.616 -0.508



(2)
Entry from the Open Molecules 2025 dataset: 2 unconnected molecules or ions with the total composition C3H7NOS in a non-equilibrium geometry (the ωB97M-V functional and the def2-TZVPD basis).

Computed properties:
SMILES string: OC1=CC1.NS
electronic energy: -17593.103 eV
relative energy (zero: lowest compared OMol25 entry of this formula, charge and spin): 111.3 kcal/mol

Element x y z (Å)
C -1.046 0.642 -0.048
C -2.461 0.188 0.014
C -1.580 -0.397 0.834
N 2.014 -0.925 -0.050
O -3.769 0.105 -0.339
S 2.558 0.700 0.095
H -0.487 0.482 -0.967
H -0.911 1.588 0.306
H 3.909 0.425 0.024
H -1.521 -0.810 1.816
H 1.308 -0.911 0.661
H 1.710 -1.295 -0.942
H -3.851 0.749 -1.006



(3)
Entry from the Open Molecules 2025 dataset: a molecular structure, C8H14N4S in a non-equilibrium geometry (the ωB97M-V functional and the def2-TZVPD basis).

Computed properties:
electronic energy: -25310.836 eV
relative energy (zero: lowest compared OMol25 entry of this formula, charge and spin): 169.8 kcal/mol

Element x y z (Å)
C 0.110 2.039 -2.430
C -1.840 1.450 0.805
C 0.056 0.781 -2.156
C -1.315 0.294 1.026
C -1.907 -1.063 1.164
C 1.878 -1.674 0.204
C 1.218 0.122 -1.440
C 0.809 -0.647 -0.165
N -2.239 -2.551 3.050
N -1.931 -1.938 2.078
N 1.085 1.474 0.969
N 0.567 0.189 0.942
S -2.571 -1.757 -0.273
H -0.467 2.628 -3.135
H 0.846 2.745 -2.157
H -1.291 2.417 0.695
H -2.881 1.490 0.488
H -0.638 0.124 -2.531
H 2.905 -1.203 0.354
H 1.752 -2.116 1.180
H 1.984 -2.592 -0.463
H 1.986 0.840 -1.318
H 1.618 -0.589 -2.171
H -0.147 -1.252 -0.320
H -1.458 -3.187 3.409
H 1.285 1.855 1.870
H 0.585 2.122 0.324